C6H21N4Si | wB97M-V/def2-TZVPD

Last columns: bonded neighbours and bond lengths (Å).
Element x y z (Å)
1 Si 3.93 0.73 1.17  N2 1.780, H19 1.394, H27 1.537, H32 1.463
2 N 3.48 -0.52 -0.01  Si1 1.780, C11 1.310, H30 1.022
3 N -2.92 0.46 -0.15  C7 1.519, C10 1.458, H29 1.041
4 N -0.15 0.65 -0.94  C6 1.474, C8 1.294, H31 1.123
5 N 0.05 -1.42 0.02  C8 1.341, C9 1.532, H23 1.013
6 C 0.24 1.74 -1.86  N4 1.474, H12 1.101, H13 1.118, H26 1.063
7 C -3.23 1.74 0.61  N3 1.519, H18 1.172, H24 1.174, H28 1.169
8 C 0.57 -0.40 -0.67  N4 1.294, N5 1.341
9 C 0.60 -2.83 0.27  N5 1.532, H15 1.126, H20 1.095, H25 1.157
10 C -3.13 -0.78 0.60  N3 1.458, H14 1.109, H17 1.109, H22 1.121
11 C 2.72 -0.34 -1.06  N2 1.310, H16 1.117, H21 1.126
12 H -0.72 2.18 -2.17  C6 1.101
13 H 0.90 1.29 -2.64  C6 1.118
14 H -4.14 -0.81 1.06  C10 1.109
15 H -0.19 -3.36 0.87  C9 1.126
16 H 2.69 0.73 -1.40  C11 1.117
17 H -2.82 -1.58 -0.11  C10 1.109
18 H -2.47 2.49 0.12  C7 1.172
19 H 4.52 1.64 0.31  Si1 1.394
20 H 1.56 -3.00 0.77  C9 1.095
21 H 2.64 -1.10 -1.89  C11 1.126
22 H -2.61 -0.75 1.59  C10 1.121
23 H -0.92 -1.39 0.30  N5 1.013
24 H -4.29 2.18 0.37  C7 1.174
25 H 0.71 -3.43 -0.71  C9 1.157
26 H 0.99 2.36 -1.43  C6 1.063
27 H 2.99 1.64 1.98  Si1 1.537
28 H -3.14 1.75 1.77  C7 1.169
29 H -3.60 0.42 -0.93  N3 1.041
30 H 3.16 -1.41 0.39  N2 1.022
31 H -1.23 0.45 -0.71  N4 1.123
32 H 4.57 -0.25 2.05  Si1 1.463

The multiplicity is 1. For the HOMO energy, the calculation gives -0.452 Eh. As for the HOMO-LUMO gap: 9.57 eV. Its energy relative to the best compared isomer or geometry (same formula, charge and spin) is 135.1 kJ/mol. Its net charge is +1. The total energy is -20390.7841 eV.